(1)
C32H41IrN2SbSe | the ωB97M-V functional and the def2-TZVPD basis

Properties
total charge	+1
HOMO-LUMO gap	6.481	eV
spin multiplicity	1

```
78
Properties=species:S:1:pos:R:3:mulliken_charge:R:1
C -1.43 1.71 0.68 0.871
H -5.10 0.13 -0.03 0.488
H -1.42 1.52 -3.25 0.329
H -5.51 -3.30 -1.67 0.451
C -2.24 0.99 2.92 -0.504
C -3.85 -2.29 -0.74 -0.846
C -1.35 -2.99 1.55 -1.648
C -0.21 -2.20 0.99 1.816
H -0.32 -2.29 -2.47 0.270
C 0.92 -1.81 1.84 0.277
H -1.74 -2.53 2.46 0.282
H -4.66 -2.24 -2.77 0.284
H -0.98 -3.98 1.83 0.431
C -1.28 2.72 -0.23 0.082
Sb -2.70 -0.48 -0.90 0.205
H 3.87 -1.74 1.76 0.376
C 2.83 2.94 1.22 0.480
C -1.21 0.46 -3.42 -1.197
H -1.47 4.83 -0.65 0.472
C 1.91 -1.38 1.02 0.894
H 1.77 -1.33 3.74 0.430
H -0.32 0.20 -2.84 0.153
H -4.91 0.60 -1.69 0.543
C -2.01 2.00 1.95 0.600
C -3.14 2.62 4.45 -0.780
C -2.40 -0.40 -3.02 -0.863
C -1.62 4.05 0.09 -1.180
C 3.84 3.78 0.65 -0.720
H -1.97 -0.03 2.67 0.525
H -3.19 4.64 3.78 0.465
H 0.02 -1.53 3.78 0.331
H -4.21 -2.35 0.28 0.498
C 2.27 2.10 -1.05 -0.351
C -5.01 -2.34 -1.74 -1.346
H -1.32 -3.29 -1.40 0.278
C 1.41 -1.45 -0.40 0.621
C -4.48 0.72 -0.70 -0.906
H -3.20 -3.15 -0.91 0.559
C 0.22 -2.15 -0.39 -0.492
H 3.41 2.95 -2.61 0.473
C -4.50 2.19 -0.30 -1.047
H -3.80 2.79 -0.88 0.257
C 0.95 -1.91 3.33 -1.856
H 1.07 -2.94 3.66 0.381
H -3.57 2.85 5.41 0.430
C -2.14 4.36 1.31 -0.958
C 3.23 2.91 -1.54 -1.015
H -2.40 5.38 1.56 0.394
H 3.22 -0.19 2.25 0.381
C 2.06 2.08 0.36 1.156
C -2.79 1.29 4.13 -0.750
C 4.03 3.75 -0.69 -0.713
Ir -0.41 -0.02 0.25 0.658
H 0.33 -3.76 -1.76 0.381
H 2.80 -2.16 -1.85 0.352
H 1.69 -0.94 -2.47 0.278
H -5.50 2.58 -0.46 0.472
H -0.85 2.51 -1.21 -0.022
H -0.98 0.33 -4.48 0.448
H 4.42 4.42 1.30 0.507
H -5.75 -1.57 -1.56 0.319
H 3.03 -0.47 -1.42 0.435
Se 1.22 1.76 2.73 0.365
C -2.92 3.62 3.54 -1.020
N 1.16 1.34 0.99 -0.894
N 2.54 2.90 2.50 -0.784
H 1.65 1.48 -1.69 0.575
H 4.79 4.38 -1.14 0.415
C 3.26 -0.90 1.42 -1.744
H -2.16 -3.13 0.84 0.234
C -2.36 3.34 2.27 1.378
C -0.32 -2.90 -1.57 -1.111
H -4.26 2.32 0.75 0.138
H -2.97 0.50 4.86 0.469
H -2.29 -1.44 -3.35 0.489
C 2.28 -1.23 -1.60 -1.703
H -3.33 -0.04 -3.46 0.705
H 3.79 -0.43 0.59 0.348
```



(2)
C32H41MoNOSi2 | the ωB97M-V functional and the def2-TZVPD basis

Properties
total charge	+2
⟨S²⟩	2.061
HOMO-LUMO gap (alpha / beta)	3.240 / 3.725	eV
spin multiplicity	3

```
78
Properties=species:S:1:pos:R:3:lowdin_spin:R:1
H 14.44 14.58 9.48 0.001
C 5.61 14.62 21.24 0.000
H 7.14 20.31 9.75 0.000
H 6.38 15.21 21.79 0.000
C 9.66 8.22 9.62 0.001
H 8.38 12.13 11.68 0.005
H 9.75 11.63 18.10 0.000
H 7.34 15.53 19.96 0.000
Si 7.66 18.27 11.17 0.025
H 10.45 13.85 17.54 0.000
C 9.25 12.75 11.92 -0.063
H 14.90 16.71 9.95 0.000
C 5.95 17.61 11.81 0.011
O 5.03 12.70 20.10 0.000
C 9.16 12.45 18.43 0.000
H 8.46 19.38 9.14 0.000
H 11.84 16.88 10.50 0.001
H 5.38 17.12 10.96 0.000
H 10.18 11.69 14.69 0.000
H 11.99 8.00 15.92 0.000
C 7.22 13.41 19.56 0.000
C 12.32 12.88 11.16 0.014
C 12.07 9.48 12.87 -0.002
H 5.37 18.48 12.04 0.001
C 11.15 9.94 15.42 0.000
C 13.67 15.19 9.05 0.001
H 13.58 17.41 8.91 0.000
Si 10.86 11.69 11.66 -0.010
H 13.85 15.25 7.95 0.000
H 6.04 16.94 12.66 0.000
C 12.89 15.33 11.61 0.008
H 13.11 17.51 11.51 0.000
H 7.62 20.53 12.26 0.001
C 8.32 19.69 12.18 0.006
H 13.92 14.89 11.70 0.000
C 11.34 10.63 13.13 -0.009
H 11.50 15.18 8.79 0.007
H 9.72 10.32 6.96 0.000
C 10.24 10.85 8.96 0.002
H 4.92 14.29 22.06 0.000
C 10.84 10.84 14.41 0.000
C 9.20 14.80 19.04 0.000
H 12.97 12.45 10.41 0.002
C 12.34 14.49 9.25 0.015
C 10.39 10.45 10.32 -0.002
C 13.81 16.60 9.67 0.000
C 12.88 16.69 10.86 0.000
C 9.23 15.77 11.46 -0.035
C 12.20 8.51 13.86 -0.001
N 12.05 14.33 10.75 -0.006
H 12.50 15.43 12.61 0.000
C 8.84 16.86 10.96 0.194
C 9.64 13.74 18.25 0.000
H 4.96 15.39 20.75 0.000
H 10.52 11.89 8.69 0.002
H 9.42 7.89 7.48 0.000
H 7.34 11.33 18.80 0.000
H 12.34 13.50 8.80 0.000
C 9.93 9.14 10.66 -0.002
H 9.22 20.12 11.69 0.000
H 9.20 13.00 13.04 0.011
C 7.86 12.30 19.00 0.000
H 8.56 19.48 13.23 0.000
Mo 9.98 14.26 10.64 1.821
C 7.52 19.26 9.57 0.000
H 12.82 12.90 12.14 0.000
C 11.79 8.70 15.13 0.000
H 9.93 8.81 11.72 0.000
H 9.79 15.69 19.20 0.000
H 10.83 10.14 16.43 0.000
C 9.91 9.94 7.99 0.001
H 6.86 18.95 8.74 0.000
C 7.87 14.64 19.56 0.000
H 9.29 7.21 9.90 0.000
C 9.67 8.58 8.31 -0.002
H 12.66 7.56 13.54 0.000
C 5.92 13.50 20.25 0.000
H 12.54 9.43 11.88 0.000
```



| no. | electronic energy (eV) |
| --- | --- |
| 1 | -111545.2326 |
| 2 | -54975.7697 |